[1]
44
Properties=species:S:1:pos:R:3 method="wB97M-V/def2-TZVPD" e_tot_ev=-57325.51914 homo_energy_ha=-0.6754 charge=+3
C 0.01 0.80 -6.65
C 0.01 1.74 -5.58
H 0.01 1.37 -7.60
H -0.91 0.18 -6.56
H 0.91 0.17 -6.56
O 0.02 2.64 -4.85
I 0.00 0.16 -2.46
Hf -0.01 -0.66 0.06
P 2.56 0.02 0.24
C 3.41 1.23 1.29
C 3.31 -1.54 0.85
H 4.40 -1.50 0.66
H 4.49 0.03 -1.24
H 2.87 -2.41 0.33
H 2.99 -0.40 -2.12
H 3.06 1.14 2.33
H 3.13 -1.65 1.93
C 3.43 0.25 -1.36
H 4.49 1.08 1.26
H 3.29 1.29 -1.69
H 3.17 2.25 0.95
P -2.55 0.08 0.26
C -3.41 1.30 1.30
C -3.42 0.29 -1.34
H -2.87 -2.34 0.37
H -4.38 -1.44 0.72
H -3.08 -1.58 1.96
C -3.30 -1.48 0.89
H -3.00 -0.38 -2.09
H -4.49 0.08 -1.21
H -4.50 1.15 1.22
H -3.16 2.31 0.96
H -3.28 1.32 -1.69
H -3.11 1.22 2.35
Cl -0.03 -2.98 -0.09
N -0.18 0.25 4.37
C 0.17 -1.10 4.39
C 0.28 -1.50 3.10
N -0.01 -0.39 2.27
C -0.27 0.64 3.09
H -0.35 0.85 5.17
H 0.30 -1.66 5.29
H 0.52 -2.47 2.69
H -0.53 1.63 2.77


[2]
47
Properties=species:S:1:pos:R:3 method="wB97M-V/def2-TZVPD" smiles="CC(=O)N(C)[C@H]1OS(=O)(=O)O[C@H]1P(=N)(O)O.CCCCCC" e_tot_ev=-49243.11824 homo_energy_ha=-0.3401 charge=0
C 0.85 -2.71 -3.83
C 0.33 -4.02 -2.93
O 0.57 -5.24 -3.43
N -0.41 -3.69 -1.66
C -1.88 -4.03 -1.72
C 0.27 -4.23 -0.42
O 1.55 -4.98 -0.56
S 2.66 -3.92 0.18
O 4.03 -4.45 0.69
O 2.96 -2.88 -0.93
O 1.65 -3.51 1.50
C 0.30 -3.26 0.90
P 0.33 -1.35 0.72
N 1.80 -0.67 0.87
O -0.67 -0.68 2.01
O -0.34 -0.76 -0.78
H -0.15 -2.18 -4.21
H 1.57 -3.03 -4.69
H 1.39 -1.94 -3.11
H -2.39 -3.16 -2.38
H -2.32 -3.88 -0.63
H -2.14 -5.10 -2.10
H -0.46 -5.12 -0.08
H -0.61 -3.50 1.59
H 1.81 -0.05 1.72
H -1.36 -1.40 2.21
H 0.23 0.04 -1.03
C 0.69 2.77 -0.67
C 0.07 2.54 0.70
C -1.31 3.18 0.86
C -1.33 4.71 0.74
C -0.43 5.46 1.72
C -0.82 5.24 3.18
H 0.86 3.83 -0.86
H 1.66 2.26 -0.74
H 0.04 2.38 -1.46
H 0.76 2.90 1.48
H -0.03 1.46 0.86
H -1.72 2.89 1.83
H -1.98 2.76 0.10
H -2.37 5.05 0.87
H -1.05 5.00 -0.28
H -0.50 6.54 1.50
H 0.62 5.18 1.58
H -1.85 5.56 3.36
H -0.17 5.82 3.83
H -0.73 4.19 3.47


[3]
42
Properties=species:S:1:pos:R:3 method="wB97M-V/def2-TZVPD" smiles="COCCCCCCCNC1=[NH+][C@@H]([PH2]=O)CN1" e_tot_ev=-29652.95131 homo_energy_ha=-0.4289 charge=+1
C -0.51 2.18 -4.20
O 0.07 0.98 -4.83
C 1.27 0.50 -4.10
C 0.98 0.07 -2.54
C 2.38 -0.20 -1.66
C 1.86 -0.81 -0.20
C 2.65 -0.13 1.09
C 1.47 0.20 2.23
C 1.07 -1.11 3.15
N -0.40 -1.10 3.59
C -1.47 -1.21 2.74
N -2.97 -1.21 2.97
C -3.47 -0.31 1.82
P -3.30 1.52 2.42
O -2.72 2.46 1.28
C -2.57 -0.75 0.49
N -1.38 -1.33 1.24
H -0.83 3.02 -4.95
H -1.48 1.81 -3.61
H 0.19 2.67 -3.37
H 1.60 -0.50 -4.66
H 2.19 1.22 -4.14
H 0.34 -0.94 -2.52
H 0.38 0.85 -1.91
H 2.95 0.80 -1.47
H 3.01 -1.03 -2.21
H 1.91 -1.98 -0.17
H 0.73 -0.46 -0.10
H 3.32 -0.98 1.59
H 3.25 0.84 0.83
H 0.50 0.69 1.75
H 1.90 1.04 2.96
H 1.27 -2.11 2.54
H 1.80 -1.11 4.10
H -0.63 -1.02 4.63
H -3.30 -2.14 2.57
H -4.56 -0.48 1.42
H -2.51 1.57 3.63
H -4.63 2.01 2.77
H -3.05 -1.47 -0.29
H -2.19 0.14 -0.18
H -0.91 -2.17 0.84


[4]
43
Properties=species:S:1:pos:R:3 method="wB97M-V/def2-TZVPD" e_tot_ev=-31714.88152 homo_energy_ha=-0.0819 charge=-1
C -2.43 -2.25 -5.01
C -2.16 -3.00 -3.72
O -0.83 -3.54 -3.80
C -0.20 -3.67 -2.59
O -0.73 -4.20 -1.66
C 1.17 -3.07 -2.61
C 1.15 -1.53 -2.72
C 0.10 -0.77 -1.88
N 0.78 0.12 -0.95
P -0.08 0.50 0.40
C -0.58 2.30 0.21
C -2.03 2.39 -0.28
C 1.22 0.74 1.71
C 0.90 -0.10 2.96
H -3.50 -2.10 -5.15
H -1.92 -1.29 -5.00
H -2.04 -2.83 -5.85
H -2.88 -3.80 -3.55
H -2.20 -2.32 -2.86
H 1.69 -3.46 -3.50
H 1.72 -3.42 -1.73
H 1.09 -1.25 -3.78
H 2.12 -1.17 -2.37
H -0.53 -0.21 -2.59
H -0.55 -1.48 -1.34
H -0.46 2.84 1.16
H 0.09 2.77 -0.53
H -2.19 1.69 -1.11
H -2.29 3.41 -0.61
H -2.71 2.09 0.52
H 2.17 0.39 1.29
H 1.32 1.79 2.01
H 1.16 -1.15 2.81
H -0.15 -0.02 3.24
H 1.49 0.26 3.83
C 1.31 3.17 5.16
O 0.79 3.14 4.07
N 0.58 3.22 6.33
N 2.67 3.14 5.32
H 1.00 3.23 7.24
H -0.42 3.22 6.24
H 3.22 3.07 4.49
H 3.13 3.14 6.22